# 1
A structure of composition C30H77F6HgN8O11S2, computed with wB97M-V/def2-TZVPD.

Properties
**HOMO (spin up / spin down)**: -5.8 / -8.5 eV
**LUMO energy (spin up / spin down)**: 0.230 / -0.018 eV
**Gap between HOMO and LUMO (spin up / spin down)**: 5.982 / 8.469 eV
**Spin multiplicity**: 2

Element x y z (Å)
Hg (1.594, -2.919, -0.820)
C (1.297, 1.059, -2.701)
F (2.669, 0.959, -2.587)
F (0.904, 2.324, -2.952)
F (0.956, 0.321, -3.715)
S (0.331, 0.383, -1.130)
O (0.039, 1.505, -0.214)
O (-0.814, -0.319, -1.642)
N (1.518, -0.809, -0.469)
S (2.359, 0.008, 0.535)
O (3.557, -0.773, 0.967)
O (2.747, 1.394, 0.100)
C (1.375, 0.133, 2.270)
F (1.210, 1.419, 2.583)
F (0.119, -0.356, 2.185)
F (2.053, -0.524, 3.223)
C (-1.589, 3.982, 2.733)
C (-2.342, 5.129, 1.908)
C (-1.481, 5.651, 0.747)
O (-2.321, 6.598, 0.116)
C (-1.703, 6.993, -1.141)
N (-3.549, 4.414, 1.410)
H (-0.975, 4.466, 3.493)
H (-0.906, 3.386, 2.129)
H (-2.288, 3.467, 3.392)
H (-2.605, 5.955, 2.568)
H (-1.203, 4.737, 0.223)
H (-0.603, 6.141, 1.169)
H (-1.000, 7.825, -1.104)
H (-2.523, 7.468, -1.679)
H (-1.258, 6.174, -1.707)
H (-3.216, 3.642, 0.849)
H (-3.901, 4.861, 0.576)
C (-2.316, -3.117, 5.034)
C (-1.281, -2.008, 5.393)
C (-1.647, -0.520, 5.130)
O (-0.691, 0.386, 5.642)
C (-0.988, 1.781, 5.333)
N (-1.019, -2.186, 6.839)
H (-2.631, -3.055, 3.992)
H (-3.172, -2.835, 5.646)
H (-1.959, -4.109, 5.312)
H (-0.347, -2.013, 4.831)
H (-2.532, -0.233, 5.698)
H (-2.042, -0.326, 4.132)
H (-0.250, 2.450, 5.775)
H (-1.983, 2.051, 5.687)
H (-0.997, 1.913, 4.251)
H (-1.782, -2.373, 7.475)
H (-0.627, -1.290, 7.089)
C (1.064, -3.576, -5.171)
C (1.682, -3.512, -3.776)
C (3.054, -2.872, -3.765)
O (3.452, -2.591, -2.363)
C (4.694, -1.988, -2.178)
N (0.759, -2.689, -3.049)
H (1.783, -3.960, -5.895)
H (0.672, -2.612, -5.496)
H (0.308, -4.356, -5.076)
H (1.856, -4.450, -3.248)
H (3.172, -1.906, -4.256)
H (3.703, -3.632, -4.202)
H (4.830, -1.118, -2.820)
H (5.519, -2.646, -2.450)
H (4.839, -1.643, -1.154)
H (-0.174, -2.908, -3.367)
H (0.872, -1.755, -3.418)
C (-4.038, -3.629, -6.169)
C (-3.827, -2.052, -6.124)
C (-2.639, -1.652, -5.210)
O (-2.843, -2.243, -3.944)
C (-3.566, -1.463, -3.022)
N (-3.528, -1.661, -7.438)
H (-3.156, -4.225, -6.401)
H (-4.606, -3.847, -7.073)
H (-4.422, -3.985, -5.212)
H (-4.719, -1.542, -5.761)
H (-2.491, -0.577, -5.107)
H (-1.697, -1.988, -5.643)
H (-3.801, -1.917, -2.060)
H (-4.490, -1.092, -3.465)
H (-2.968, -0.659, -2.594)
H (-2.660, -1.987, -7.838)
H (-4.220, -1.945, -8.117)
C (9.170, 2.987, 2.418)
C (8.557, 3.665, 1.153)
C (7.257, 2.859, 0.760)
O (7.520, 1.455, 0.679)
C (6.415, 0.625, 0.217)
N (8.271, 5.097, 1.473)
H (9.689, 2.038, 2.280)
H (8.413, 2.783, 3.175)
H (9.862, 3.719, 2.834)
H (9.269, 3.727, 0.330)
H (6.828, 3.238, -0.167)
H (6.344, 3.089, 1.309)
H (5.896, 0.149, 1.049)
H (6.871, -0.222, -0.296)
H (5.789, 1.209, -0.458)
H (9.245, 5.353, 1.545)
H (7.890, 5.114, 2.409)
C (-3.258, 0.741, 1.400)
C (-3.626, 1.235, -0.004)
C (-5.133, 1.671, -0.061)
O (-5.915, 0.763, -0.871)
C (-6.320, -0.399, -0.170)
N (-2.777, 2.371, -0.346)
H (-2.301, 0.224, 1.330)
H (-3.988, 0.004, 1.737)
H (-3.046, 1.516, 2.136)
H (-3.414, 0.495, -0.776)
H (-5.243, 2.639, -0.550)
H (-5.556, 1.965, 0.900)
H (-5.483, -0.783, 0.414)
H (-6.600, -1.231, -0.816)
H (-7.227, -0.169, 0.389)
H (-2.891, 2.709, -1.291)
H (-1.843, 2.008, -0.473)
C (-2.266, -3.066, 1.093)
C (-0.792, -2.958, 0.791)
C (0.072, -3.418, 2.026)
O (1.410, -3.191, 1.622)
C (2.354, -3.481, 2.779)
N (-0.590, -3.762, -0.435)
H (-2.902, -2.704, 0.285)
H (-2.488, -2.362, 1.895)
H (-2.630, -4.041, 1.417)
H (-0.486, -1.946, 0.528)
H (-0.118, -4.485, 2.141)
H (-0.253, -2.875, 2.913)
H (3.337, -3.173, 2.422)
H (2.441, -4.548, 2.982)
H (1.908, -2.930, 3.607)
H (-1.006, -4.666, -0.261)
H (-1.251, -3.568, -1.174)

---

# 2
A structure of composition C41H47N2O2P2PdS2SeSi, computed with wB97M-V/def2-TZVPD.

Properties
**HOMO (spin up / spin down)**: -4.0 / -4.3 eV
**LUMO energy (spin up / spin down)**: 2.207 / 1.369 eV
**Energy relative to the best compared isomer or geometry (same formula, charge and spin)**: 147.4 kJ/mol
**Total charge**: -1
**Gap between HOMO and LUMO (spin up / spin down)**: 6.245 / 5.704 eV
**Spin multiplicity**: 3

Element x y z (Å)
Pd (0.288, -0.340, 0.009)
C (2.367, 7.767, -1.107)
S (3.804, 7.086, -0.239)
C (3.792, 5.381, -0.879)
C (2.550, 4.608, -0.469)
C (2.582, 3.173, -1.013)
N (1.658, 2.203, -0.417)
P (-0.068, 2.103, -0.601)
C (-0.633, 3.832, -0.283)
C (-1.277, 4.671, -1.191)
C (-1.700, 5.936, -0.803)
C (-1.515, 6.371, 0.500)
C (-0.917, 5.525, 1.426)
C (-0.492, 4.267, 1.039)
C (-0.593, 1.959, -2.359)
C (-0.178, 2.714, -3.455)
C (-0.811, 2.590, -4.680)
C (-1.881, 1.716, -4.824)
C (-2.294, 0.946, -3.748)
C (-1.651, 1.062, -2.523)
P (2.083, 1.209, 0.950)
C (2.885, 2.466, 2.049)
C (2.145, 2.943, 3.131)
C (2.649, 3.950, 3.944)
C (3.905, 4.479, 3.696)
C (4.666, 3.980, 2.647)
C (4.164, 2.979, 1.832)
C (3.592, 0.270, 0.482)
C (3.736, -0.343, -0.758)
C (4.800, -1.194, -1.015)
C (5.715, -1.488, -0.016)
C (5.552, -0.929, 1.243)
C (4.501, -0.062, 1.491)
H (2.401, 8.845, -0.963)
H (1.441, 7.375, -0.695)
H (2.436, 7.539, -2.170)
H (4.689, 4.931, -0.450)
H (3.904, 5.429, -1.965)
H (1.660, 5.111, -0.841)
H (2.490, 4.591, 0.619)
H (3.590, 2.766, -0.879)
H (2.400, 3.206, -2.092)
H (-1.449, 4.353, -2.209)
H (-2.186, 6.583, -1.523)
H (-1.847, 7.358, 0.799)
H (-0.794, 5.845, 2.454)
H (-0.049, 3.593, 1.760)
H (0.650, 3.407, -3.356)
H (-0.479, 3.185, -5.522)
H (-2.398, 1.641, -5.772)
H (-3.113, 0.248, -3.863)
H (-1.975, 0.450, -1.689)
H (1.173, 2.511, 3.329)
H (2.057, 4.322, 4.771)
H (4.295, 5.278, 4.315)
H (5.658, 4.377, 2.464)
H (4.776, 2.589, 1.028)
H (3.021, -0.159, -1.542)
H (4.897, -1.637, -1.998)
H (6.540, -2.163, -0.209)
H (6.235, -1.178, 2.046)
H (4.379, 0.349, 2.485)
O (-2.775, -1.887, 0.531)
C (-2.403, -1.146, 1.414)
C (-2.828, -1.257, 2.881)
C (-2.240, -0.009, 3.521)
C (-1.371, 0.588, 2.413)
O (-0.645, 1.564, 2.589)
N (-1.558, -0.075, 1.247)
H (-2.399, -2.177, 3.278)
H (-3.913, -1.324, 2.948)
H (-1.619, -0.201, 4.395)
H (-3.000, 0.725, 3.794)
S (0.443, -1.619, -2.037)
C (1.200, -0.949, -3.467)
C (1.085, -1.668, -4.666)
C (1.767, -1.269, -5.802)
C (2.586, -0.146, -5.779)
C (2.690, 0.588, -4.607)
C (1.993, 0.202, -3.473)
H (0.459, -2.552, -4.678)
H (1.666, -1.837, -6.719)
H (3.139, 0.147, -6.663)
H (3.328, 1.465, -4.568)
H (2.062, 0.783, -2.568)
C (0.442, -5.004, -0.582)
Si (1.459, -4.323, 0.860)
C (1.221, -5.414, 2.398)
C (3.291, -4.469, 0.378)
Se (0.961, -2.225, 1.564)
H (0.674, -6.060, -0.753)
H (0.663, -4.447, -1.494)
H (-0.630, -4.909, -0.397)
H (1.624, -6.419, 2.241)
H (0.167, -5.499, 2.668)
H (1.738, -4.961, 3.247)
H (3.616, -5.513, 0.425)
H (3.911, -3.879, 1.053)
H (3.462, -4.099, -0.635)

---

# 3
A structure of composition C25H41F3O2P2Ti, computed with wB97M-V/def2-TZVPD.

Properties
**HOMO (spin up / spin down)**: -9.6 / -9.7 eV
**LUMO energy (spin up / spin down)**: -3.112 / -2.951 eV
**Total charge**: +1
**Gap between HOMO and LUMO (spin up / spin down)**: 6.480 / 6.722 eV
**Spin multiplicity**: 2

Element x y z (Å)
Ti (0.130, 0.292, -1.791)
C (-0.895, -1.718, 0.146)
C (0.377, -1.852, -0.557)
C (0.638, -0.454, 1.292)
C (-0.724, -0.814, 1.213)
C (1.348, -1.112, 0.258)
C (-2.089, -2.587, 0.023)
H (-1.926, -3.414, -0.676)
H (-2.971, -2.014, -0.304)
H (-2.359, -3.034, 0.995)
C (-1.755, -0.437, 2.205)
H (-2.760, -0.620, 1.815)
H (-1.679, 0.629, 2.440)
H (-1.642, -1.003, 3.142)
C (1.214, 0.343, 2.395)
H (1.205, -0.220, 3.340)
H (0.627, 1.257, 2.551)
H (2.244, 0.636, 2.178)
C (2.817, -1.309, 0.263)
H (3.137, -1.848, 1.173)
H (3.356, -0.351, 0.260)
H (3.157, -1.892, -0.598)
C (0.744, -2.997, -1.437)
H (1.129, -3.842, -0.842)
H (1.528, -2.729, -2.159)
H (-0.114, -3.369, -2.009)
C (-1.504, 1.837, -4.404)
C (-2.217, 0.609, -4.958)
C (-1.400, -0.366, -5.825)
C (0.124, -0.424, -5.681)
C (0.694, -0.144, -4.275)
C (1.643, 1.049, -4.302)
C (1.047, 2.393, -4.841)
C (-0.415, 2.501, -5.260)
H (-1.609, -0.088, -6.873)
H (0.587, 0.266, -6.390)
H (-1.801, -1.385, -5.708)
H (-0.573, 2.231, -6.313)
H (-2.237, 2.642, -4.206)
H (-3.194, 0.830, -5.397)
H (-0.654, 3.576, -5.245)
H (1.237, 3.194, -4.119)
H (2.492, 0.821, -4.966)
H (1.655, 2.698, -5.713)
H (0.480, -1.411, -6.012)
H (1.127, -1.064, -3.855)
P (-2.604, 0.029, -3.259)
C (-3.864, 1.019, -2.476)
C (-2.363, -1.752, -3.249)
P (2.337, 1.245, -2.586)
C (-1.128, 1.185, -3.095)
C (3.816, 0.223, -2.589)
C (2.799, 2.957, -2.224)
H (-3.407, 1.917, -2.027)
H (-4.327, 0.424, -1.670)
H (-4.624, 1.314, -3.208)
H (-1.373, -2.124, -3.558)
H (-3.096, -2.219, -3.925)
H (-2.540, -2.151, -2.238)
H (3.213, 3.494, -3.092)
H (3.547, 2.928, -1.425)
H (1.929, 3.511, -1.842)
H (-0.928, 1.971, -2.380)
H (-0.244, 0.211, -3.642)
H (4.319, 0.360, -1.629)
H (4.497, 0.480, -3.413)
H (3.545, -0.837, -2.682)
F (-2.055, 4.343, 0.971)
C (-0.963, 3.546, 0.965)
F (0.148, 4.304, 1.177)
F (-1.067, 2.697, 2.029)
C (-0.812, 2.825, -0.405)
O (-1.272, 3.450, -1.359)
O (-0.193, 1.690, -0.440)

---

# 4
The molecule C7H10ClN, computed with wB97M-V/def2-TZVPD.

Properties
**SMILES string**: CC(C)C1=CCN=C1Cl
**HOMO**: -9.7 eV
**LUMO energy**: 0.719 eV
**Energy relative to the best compared isomer or geometry (same formula, charge and spin)**: 15.1 kJ/mol
**Gap between HOMO and LUMO**: 10.416 eV

Element x y z (Å)
C (-1.253, 0.525, -1.550)
C (-1.058, -0.216, -0.246)
C (-1.329, -1.776, -0.421)
C (0.315, 0.120, 0.344)
C (1.004, 1.244, 0.073)
C (2.212, 1.234, 1.046)
N (2.098, 0.165, 1.977)
C (1.138, -0.533, 1.523)
Cl (0.656, -1.929, 2.369)
H (-0.404, 0.570, -2.134)
H (-1.740, 1.527, -1.379)
H (-2.108, 0.143, -2.186)
H (-1.821, 0.320, 0.501)
H (-0.541, -2.092, -1.138)
H (-2.299, -2.108, -0.753)
H (-1.122, -2.287, 0.479)
H (0.738, 2.047, -0.554)
H (3.095, 0.794, 0.515)
H (2.419, 2.254, 1.535)

---

# 5
A cluster of 2 separate species, C6H13N3 in total, computed with wB97M-V/def2-TZVPD.

Properties
**SMILES string**: [H]/N=C\N(C)C.[H]/N=C/C=C
**HOMO**: -7.3 eV
**LUMO energy**: 0.904 eV
**Energy relative to the best compared isomer or geometry (same formula, charge and spin)**: 440.2 kJ/mol
**Gap between HOMO and LUMO**: 8.235 eV

Element x y z (Å)
H (1.716, 1.821, 1.765)
N (2.223, 1.376, 1.001)
C (1.513, 0.785, 0.155)
N (0.062, 0.704, 0.082)
C (-0.618, 0.462, 1.360)
C (-0.463, 1.876, -0.619)
H (1.975, 0.152, -0.623)
H (-1.689, 0.402, 1.165)
H (-0.264, -0.494, 1.751)
H (-0.451, 1.274, 2.077)
H (0.085, 2.013, -1.550)
H (-0.358, 2.780, -0.009)
H (-1.519, 1.722, -0.836)
H (1.106, -3.098, 1.250)
N (0.538, -2.330, 0.890)
C (0.750, -2.020, -0.319)
C (-0.324, -0.891, -1.094)
C (-1.637, -1.098, -1.154)
H (1.522, -2.490, -0.951)
H (0.222, -0.548, -1.962)
H (-2.204, -1.455, -0.312)
H (-2.184, -0.942, -2.069)

---

# 6
A structure of composition CH3F3P, computed with wB97M-V/def2-TZVPD.

Properties
**HOMO**: -19.0 eV
**LUMO energy**: -7.860 eV
**Energy relative to the best compared isomer or geometry (same formula, charge and spin)**: 266.7 kJ/mol
**Total charge**: +1
**Gap between HOMO and LUMO**: 11.176 eV

Element x y z (Å)
C (-0.960, -0.065, -0.395)
F (1.105, 1.517, 0.614)
F (1.811, -0.268, -0.781)
F (1.266, -1.008, 1.949)
P (0.700, 0.100, 0.202)
H (-1.672, 0.330, 0.334)
H (-1.209, -1.111, -0.591)
H (-1.041, 0.504, -1.332)

---

What energy values result from the calculations? In sequence: -4003.512567, -6148.612334, -2959.111137, -787.611070, -400.525343, -680.542796 Ha.